(1)
129
Properties=species:S:1:pos:R:3 method="wB97M-V/def2-TZVPD" energy_ha=-3479.60543 orbital_gap_ev=8.334 largest_force_ev_per_a=6.310 lumo_energy_ha=-0.0014 homo_ev=-8.37
O -4.20991 6.76428 4.85335
C -4.60048 6.29148 3.76248
O -4.88129 4.89384 3.68562
C -4.77911 4.45657 2.27989
C -4.23640 2.93969 2.16730
C -5.05608 1.91636 3.10464
C -4.67521 0.37664 2.79338
O -3.23471 0.21343 2.47257
S -2.72218 -1.20359 3.28174
O -2.58545 -0.80754 4.74507
O -1.19391 -1.66366 2.71260
C -1.11820 -3.10884 2.59864
C 0.44585 -3.48552 2.45192
S 0.58589 -4.47974 0.85230
C 0.36386 -3.25338 -0.49973
N -0.37044 -3.32636 -1.72442
N -0.10770 -2.11410 -2.31414
C 0.74411 -1.32481 -1.47024
O 1.06673 -2.04037 -0.27776
H -4.67723 6.98992 2.84794
H -5.85456 4.44557 1.88040
H -4.10479 5.15938 1.65851
H -4.27581 2.60359 1.06673
H -3.12987 2.94718 2.48292
H -6.18468 2.11030 3.06207
H -4.67641 2.10687 4.18057
H -5.29738 0.03304 1.89023
H -4.94729 -0.32764 3.66321
H -1.68391 -3.47490 1.67059
H -1.53980 -3.68322 3.49021
H 0.82675 -4.15713 3.29874
H 1.03395 -2.50499 2.39270
H 1.17281 -0.29114 -1.64691
C 4.31134 -3.12786 -8.93648
O 2.94763 -3.23489 -8.55578
C 2.56522 -4.57336 -8.22881
C 2.20400 -4.66924 -6.74694
N 3.39515 -4.53677 -5.90794
C 3.09181 -4.38940 -4.48211
C 2.36358 -3.10885 -4.04978
O 3.13865 -1.92457 -4.21462
C 3.02972 -1.32353 -5.49547
H 4.49475 -2.10004 -9.25535
H 4.96857 -3.34902 -8.09052
H 4.53651 -3.79777 -9.77098
H 3.33680 -5.30129 -8.49975
H 1.67308 -4.79893 -8.82148
H 1.73275 -5.63837 -6.55371
H 1.47655 -3.88023 -6.52731
H 3.92119 -3.72247 -6.20818
H 4.05190 -4.42472 -3.95596
H 2.51893 -5.26191 -4.14718
H 2.17745 -3.19200 -2.97351
H 1.37870 -3.00364 -4.51578
H 2.04720 -1.47863 -5.94859
H 3.81556 -1.69561 -6.15651
H 3.18863 -0.24876 -5.37821
C 5.44866 -2.75321 -2.03897
O 6.30327 -3.41705 -2.95914
C 7.47445 -2.66137 -3.27467
C 8.71884 -3.38270 -2.75839
N 8.77942 -3.34149 -1.29724
C 9.81720 -4.20661 -0.73103
C 9.64070 -5.72080 -0.90986
O 8.52555 -6.25539 -0.20459
C 7.30225 -6.22391 -0.92368
H 4.54269 -3.35150 -1.92462
H 5.92856 -2.66384 -1.05972
H 5.16885 -1.76468 -2.41178
H 7.41989 -1.63637 -2.89394
H 7.52919 -2.60753 -4.36665
H 9.61120 -2.90006 -3.17011
H 8.68360 -4.41494 -3.12320
H 7.88222 -3.63144 -0.92166
H 9.84452 -3.99605 0.34344
H 10.79119 -3.90556 -1.13376
H 10.52389 -6.20181 -0.47393
H 9.62390 -6.02381 -1.96225
H 7.44780 -6.32574 -2.00225
H 6.75461 -5.30576 -0.69987
H 6.68743 -7.05885 -0.57945
C -4.91049 -3.37339 -3.74941
O -6.27836 -3.45640 -3.37310
C -6.68210 -4.78539 -3.03500
C -7.05061 -4.86097 -1.55376
N -5.86053 -4.73778 -0.71207
C -6.16505 -4.57144 0.71093
C -6.87465 -3.27624 1.12926
O -6.08198 -2.10606 0.95425
C -6.18361 -1.51947 -0.33514
H -4.71038 -2.35167 -4.07734
H -4.25988 -3.59612 -2.89892
H -4.69212 -4.05451 -4.57644
H -5.92054 -5.52742 -3.29554
H -7.57516 -5.00346 -3.62906
H -7.53714 -5.82088 -1.35254
H -7.76689 -4.05893 -1.34488
H -5.32148 -3.93447 -1.01918
H -5.20689 -4.61569 1.24009
H -6.75154 -5.43181 1.05305
H -7.06409 -3.34649 2.20662
H -7.85728 -3.16043 0.65991
H -7.16818 -1.66728 -0.78603
H -5.40315 -1.90991 -0.99146
H -6.01040 -0.44523 -0.23185
C -0.75147 13.42379 7.34922
O -1.03393 12.23180 8.06686
C -2.41000 11.85015 7.99117
C -2.54856 10.53081 7.23226
N -2.26040 10.71203 5.80951
C -2.15065 9.45073 5.07070
C -0.97510 8.53114 5.42702
O 0.29981 9.07249 5.09227
C 0.88032 9.88255 6.10205
H 0.29063 13.69170 7.53349
H -0.88305 13.26964 6.27436
H -1.38861 14.24437 7.69081
H -3.03209 12.63382 7.54667
H -2.75112 11.69903 9.02019
H -3.57019 10.15499 7.34813
H -1.86041 9.80928 7.68563
H -1.38524 11.21669 5.71192
H -2.05956 9.71828 4.01212
H -3.08852 8.89477 5.17298
H -1.07974 7.62504 4.81956
H -1.00016 8.19668 6.46953
H 0.59828 9.56311 7.10867
H 0.61293 10.93029 5.94775
H 1.96661 9.80940 6.00989

***

(2)
121
Properties=species:S:1:pos:R:3 method="wB97M-V/def2-TZVPD" energy_ha=-2006.25291 orbital_gap_ev=7.237 largest_force_ev_per_a=11.485 lumo_energy_ha=-0.0320 homo_ev=-8.11 smiles="CCCCCCCCCCCCCCCCCCB1OB(CC(N)(N)N)OB(N=C=O)O1.CCN(CC)CC.CCN(CC)CC"
C -4.49399 0.85496 -1.45253
C -5.91842 1.50319 -2.00483
C -6.26897 0.89728 -3.51918
C -5.32817 1.59040 -4.68747
C -5.24341 0.50785 -5.92187
C -3.69514 0.08326 -6.32211
C -3.41290 -1.54390 -6.11950
C -2.15187 -1.91688 -7.13379
C -1.63703 -3.45669 -6.89286
C -0.87053 -3.71699 -5.46725
C 0.25018 -2.59074 -5.06319
C 1.75983 -2.90054 -5.71306
C 2.80941 -2.82436 -4.44123
C 4.37258 -3.17171 -4.84589
C 5.40694 -2.24921 -3.97032
C 5.88854 -2.95686 -2.54024
C 4.61491 -3.42311 -1.61925
C 5.01547 -4.06835 -0.16189
B 3.74493 -5.05907 0.29238
O 2.63521 -4.45721 1.08864
B 1.31919 -5.03074 0.66142
C -0.09366 -4.21957 0.88322
C 0.09732 -2.62415 1.29497
N 0.64017 -1.77136 0.14633
N -1.33654 -2.10291 1.53027
N 0.82436 -2.41437 2.60955
O 1.20778 -6.38998 0.03202
B 2.44391 -6.72030 -0.71818
N 2.27435 -7.38189 -2.10719
C 3.46339 -7.04035 -2.75651
O 4.48765 -7.11951 -3.64864
O 3.81237 -6.46452 -0.15560
H -3.66713 0.78292 -2.30255
H -4.10365 1.51483 -0.53789
H -4.70879 -0.21587 -0.97438
H -6.77250 1.31098 -1.22721
H -5.72613 2.66011 -2.16843
H -7.41282 1.12580 -3.70448
H -6.16949 -0.28214 -3.53131
H -5.76797 2.64517 -5.02378
H -4.23841 1.76417 -4.27727
H -5.73387 1.02567 -6.87905
H -5.92804 -0.43904 -5.69415
H -3.60228 0.29669 -7.49216
H -2.93157 0.74594 -5.72848
H -4.33106 -2.16078 -6.50905
H -3.17782 -1.80448 -4.98298
H -2.52703 -1.85822 -8.26026
H -1.32359 -1.09509 -7.02599
H -0.91980 -3.77333 -7.77424
H -2.61011 -4.14291 -6.92130
H -0.29713 -4.76122 -5.54581
H -1.70051 -3.89284 -4.62766
H -0.04441 -1.48378 -5.30339
H 0.36569 -2.65004 -3.87663
H 1.68441 -3.96255 -6.19986
H 2.08209 -2.05090 -6.47326
H 2.48381 -3.59981 -3.60073
H 2.78782 -1.76342 -3.90989
H 4.44195 -2.98988 -6.02370
H 4.63955 -4.31446 -4.69769
H 6.37475 -2.08473 -4.63997
H 4.95470 -1.17118 -3.78230
H 6.56809 -3.86888 -2.86357
H 6.46798 -2.12716 -1.94803
H 4.05780 -4.28188 -2.23332
H 3.81485 -2.55197 -1.47489
H 6.05164 -4.63053 -0.15195
H 5.05506 -3.16157 0.61146
H -0.81867 -4.80312 1.62484
H -0.65500 -4.21114 -0.16959
H 0.94138 -2.35591 -0.66358
H 1.37902 -1.10917 0.46898
H -1.70237 -1.68014 0.63504
H -1.21751 -1.26988 2.18215
H 1.66445 -1.80289 2.51549
H 1.02358 -3.30763 3.11026
C -0.73527 1.57858 0.45854
C -0.65193 2.89902 1.22041
N 0.15314 2.82159 2.44193
C -0.01765 3.98055 3.32508
C 0.43153 5.33930 2.79877
C 1.53102 2.35303 2.28365
C 2.43468 3.12112 1.32395
H -1.07816 0.76689 1.10863
H -1.44893 1.67041 -0.36714
H 0.22952 1.29605 0.02620
H -1.67934 3.17180 1.49071
H -0.28867 3.67889 0.54342
H 0.48556 3.78749 4.28038
H -1.08207 4.05404 3.58287
H 1.51786 5.42804 2.78504
H 0.05711 6.13029 3.45987
H 0.04765 5.54694 1.79672
H 1.50138 1.30727 1.95547
H 2.01850 2.30984 3.26595
H 1.95015 3.33038 0.36670
H 3.33004 2.52801 1.11045
H 2.77518 4.06426 1.75575
C -0.27004 6.95598 9.66495
C -0.70419 5.49720 9.54499
N -0.99245 5.08220 8.16988
C -1.69760 3.79845 8.08586
C -0.96545 2.55862 8.58760
C 0.08348 5.27022 7.19511
C 1.42449 4.60184 7.48240
H -0.99626 7.62573 9.19263
H -0.19443 7.23549 10.72119
H 0.71065 7.12788 9.21079
H -1.61587 5.38978 10.14528
H 0.05439 4.86003 10.01087
H -2.01711 3.62574 7.05088
H -2.63311 3.88992 8.65268
H -0.18068 2.24652 7.89846
H -1.67102 1.72245 8.66434
H -0.52780 2.70420 9.57848
H 0.25982 6.34660 7.08330
H -0.26143 4.95269 6.20282
H 1.75916 4.75581 8.51157
H 2.19224 5.02454 6.82595
H 1.39310 3.52893 7.28296